Record 1
F2H14MnO7 | ωB97M-V with the def2-TZVPD basis set

Its spin multiplicity is 6. The HOMO-LUMO gap (alpha / beta) comes out at 8.3584 / 8.2448 eV.

Last column: Mulliken charge in e.
Positions of all 24 atoms, in Å:
H1 -0.997 0.939 -1.612  0.482
H2 -0.482 0.046 1.684  0.315
O1 2.019 0.575 2.837  -0.648
Mn1 1.367 -2.007 0.237  1.027
H3 -2.937 0.475 0.005  0.464
O2 -0.471 1.222 -2.425  -0.653
O3 -2.066 0.898 -0.253  -0.708
O4 -0.678 0.532 2.540  -0.748
H4 -1.354 -1.964 -2.193  0.271
H5 2.046 1.148 3.590  0.279
H6 -1.484 0.147 0.010  0.007
H7 -1.470 -1.716 -0.626  0.299
H8 1.108 0.480 2.674  0.382
H9 1.240 2.032 0.901  0.325
H10 0.706 0.821 0.039  0.426
H11 2.482 -0.289 -2.018  0.290
F1 -0.088 -3.438 0.036  -0.711
O5 -1.976 -1.869 -1.469  -0.583
H12 -0.319 2.142 -2.228  0.310
H13 -1.244 1.220 2.204  0.360
O6 1.858 -0.986 -1.784  -0.437
F2 -0.107 -0.561 0.397  -0.354
H14 1.528 -1.396 -2.622  0.288
O7 1.331 1.554 0.076  -0.681

---

Record 2
C6H13NO4S | ωB97M-V with the def2-TZVPD basis set

The calculation puts the energy above the lowest of the compared OMol25 structures with the same formula, charge and spin at 0.836 eV. The HOMO-LUMO gap comes out at 9.5653 eV.

Last column: Mulliken charge in e.
Positions of all 25 atoms, in Å:
H1 -0.990 -3.215 -0.211  0.377
H2 -1.863 0.165 -0.344  0.318
H3 -1.877 -0.047 -2.060  0.310
C1 -0.005 -0.216 -1.126  -0.119
H4 0.502 -0.887 -1.855  0.371
H5 1.503 1.204 -1.772  0.431
C2 0.629 -0.433 0.288  -0.414
H6 -0.499 -3.882 1.358  0.401
O1 0.450 -1.650 2.521  -0.742
H7 1.583 -0.957 0.141  0.554
O2 -0.381 1.852 -2.423  -0.617
C3 0.924 0.940 0.876  0.241
O3 0.370 1.146 2.215  -0.674
O4 -1.051 2.200 0.192  -0.613
H8 -1.107 2.278 -1.900  0.409
H9 0.519 0.345 2.778  0.383
C4 0.443 1.234 -1.456  -0.350
C5 -0.300 -3.140 0.572  -1.008
H10 0.762 -3.246 0.247  0.271
H11 2.031 1.099 0.891  0.263
C6 0.327 1.923 -0.134  -0.345
S1 -0.410 -1.486 1.333  0.501
N1 -1.459 -0.375 -1.150  -0.660
H12 -1.040 2.307 1.170  0.392
H13 0.939 2.840 -0.151  0.319

---

Record 3
C9H14O | ωB97M-V with the def2-TZVPD basis set

As for the SMILES: Cc1ccc(O)cc1.CC. The calculation puts the energy above the lowest of the compared OMol25 structures with the same formula, charge and spin at 0.884 eV. The HOMO-LUMO gap comes out at 9.3520 eV.

Last column: Mulliken charge in e.
Positions of all 24 atoms, in Å:
C1 0.336 -0.467 -1.325  -0.260
H1 1.715 -1.347 2.418  0.320
H2 0.505 0.996 2.683  0.262
H3 1.743 0.735 3.814  0.332
H4 -0.434 2.752 -0.838  0.358
H5 2.090 1.748 2.469  0.285
C2 1.574 0.810 2.715  -0.951
H6 3.083 -0.338 1.750  0.256
C3 2.008 -0.430 1.922  -0.406
C4 0.375 2.055 -1.112  -1.200
H7 -3.381 -2.512 -1.407  0.270
C5 -1.667 0.576 -0.630  -0.636
C6 -2.367 -0.551 -0.974  -0.597
C7 -0.286 0.691 -0.942  0.462
H8 0.706 2.258 -2.097  0.329
C8 -1.695 -1.689 -1.393  1.028
H9 -3.454 -0.652 -0.881  0.206
H10 1.255 2.062 -0.463  0.252
H11 0.175 -2.598 -1.793  0.329
H12 1.389 -0.568 1.019  -0.099
H13 1.419 -0.486 -1.390  0.397
C9 -0.345 -1.656 -1.626  -0.707
H14 -2.248 1.433 -0.283  0.306
O1 -2.497 -2.821 -1.639  -0.534

---

Record 4
C32H62Cl14O10 | ωB97M-V with the def2-TZVPD basis set

As for the SMILES: O=C1C=C(O)C(=O)C=C1O.COCCOC.COCCOC.COCCOC.ClCCCl.ClCCCl.ClCCCl.ClCCCl.ClCCCl.ClCCCl.ClCCCl. The HOMO-LUMO gap comes out at 8.0540 eV.

Last column: Mulliken charge in e.
Positions of all 118 atoms, in Å:
C1 6.565 4.665 3.149  -0.763
H1 4.328 -2.100 -0.268  0.477
Cl1 -0.808 -1.665 -3.540  -0.166
C2 2.185 -1.250 4.311  0.515
Cl2 2.160 3.212 3.126  -0.147
C3 -3.873 -4.339 -0.824  -0.659
C4 -6.167 -5.188 -3.848  -0.730
H2 -1.066 -3.929 -3.276  0.381
H3 5.474 2.838 1.648  0.284
H4 -3.354 0.719 0.286  0.170
H5 6.079 3.896 3.757  0.282
C5 -3.889 1.742 3.493  0.712
C6 -0.405 -3.242 -2.763  -0.642
H6 -4.820 -2.316 3.457  0.538
Cl3 -0.919 3.814 -5.555  -0.197
Cl4 -1.769 5.053 -2.597  -0.184
C7 1.224 -0.396 5.062  0.831
O1 3.215 -1.684 4.771  -0.637
H7 2.567 1.781 0.614  -0.054
C8 -4.153 -3.919 -3.767  -0.423
H8 -3.314 -1.343 3.342  -0.704
H9 -3.075 -4.072 -3.819  0.046
H10 2.731 1.862 -4.198  0.111
C9 0.093 0.063 4.510  -1.154
H11 3.812 5.339 -1.850  0.373
C10 -3.072 -0.328 0.161  -0.194
C11 2.164 1.243 -0.248  -0.343
H12 2.469 -0.331 6.523  0.343
O2 4.290 3.919 -0.347  -0.159
O3 -1.705 -0.439 -0.202  0.307
C12 -4.406 -2.880 -2.700  -0.495
C13 3.558 -2.656 -0.796  0.478
H13 4.265 1.273 -4.933  0.515
H14 0.110 4.784 1.784  0.602
H15 -0.120 2.903 3.597  0.326
H16 -3.673 -5.206 -1.467  0.271
H17 -3.682 -0.805 -0.610  -0.148
C14 3.395 1.013 -4.340  -0.393
H18 6.421 5.591 3.707  0.262
H19 2.504 -4.525 -0.655  0.188
H20 7.164 3.287 1.123  0.386
H21 2.347 1.914 -1.088  -0.100
H22 2.184 -0.742 -4.112  -0.257
H23 -0.131 3.475 -1.965  -0.515
C15 5.716 3.784 -0.314  -0.512
H24 2.694 0.288 -0.285  -0.226
H25 -1.688 0.108 -2.194  0.087
C16 -1.316 0.445 -1.220  -1.222
C17 -4.961 2.670 2.982  -0.502
H26 -4.393 0.805 3.754  0.214
H27 0.415 4.793 -3.066  0.382
C18 -3.403 -2.588 5.095  -0.619
H28 -1.794 -2.973 -1.135  -1.563
C19 -0.724 -3.116 -1.273  3.412
H29 -1.550 2.470 -3.729  0.184
H30 5.936 2.879 -0.887  0.311
H31 -1.758 1.439 -1.072  0.635
H32 0.672 3.536 0.686  -0.677
H33 -4.172 -1.829 -2.865  0.217
H34 -4.913 -4.492 -0.514  0.338
C20 -0.669 3.058 -3.976  0.267
H35 3.290 -0.823 -5.466  0.381
H36 -4.485 3.635 2.792  0.281
Cl5 -1.650 3.327 1.082  -0.152
C21 0.467 2.840 2.687  0.677
Cl6 -0.303 -4.622 -0.431  -0.229
O4 0.337 -1.528 1.155  0.372
C22 2.632 -0.155 -4.913  0.003
H37 -3.678 -3.615 5.329  0.395
H38 -6.674 -4.249 -3.623  0.350
C23 -0.350 4.047 -2.869  0.456
O5 -1.428 0.029 2.740  -0.137
C24 0.192 0.610 -1.313  0.950
H39 0.650 -0.356 -1.576  -0.879
H40 -0.531 0.770 5.041  0.157
H41 0.647 -3.488 -2.880  0.440
Cl7 4.073 -2.794 -2.498  -0.162
H42 -0.179 -2.278 -0.844  -1.254
C25 0.033 3.726 1.545  0.405
Cl8 -3.019 2.379 4.895  -0.207
O6 1.561 -0.065 6.307  -0.597
H43 -6.307 -5.471 -4.893  0.262
H44 -5.454 -2.877 -2.367  0.469
H45 6.194 4.666 -0.740  0.363
H46 -3.898 -1.883 5.760  0.346
H47 2.483 -2.162 2.378  0.277
C26 0.708 -1.071 2.340  0.636
H48 -3.196 1.430 2.716  -0.752
O7 -3.672 -3.109 -1.473  -0.048
Cl9 4.087 0.530 -2.757  -0.134
O8 0.764 1.049 -0.087  1.272
Cl10 1.321 0.220 -6.031  -0.171
H49 7.650 4.523 3.076  0.325
H50 -6.586 -5.973 -3.221  0.263
C27 -0.325 -0.266 3.136  0.471
Cl11 -3.117 -3.537 2.503  -0.175
O9 -4.791 -5.148 -3.508  -0.370
O10 6.072 4.797 1.843  -0.304
H51 0.489 1.247 -2.155  -0.401
Cl12 -5.450 2.132 1.387  -0.164
C28 6.101 3.567 1.132  -0.442
C29 3.781 4.275 -1.591  -0.547
H52 -3.230 -0.884 1.079  -0.184
Cl13 -1.664 -2.548 5.443  -0.131
H53 -5.807 2.831 3.643  0.407
H54 0.146 2.334 -4.069  -0.357
H55 -4.514 -3.542 -4.730  0.419
H56 4.156 3.695 -2.446  0.340
H57 -3.147 -4.411 -0.012  -0.023
C30 -3.755 -2.284 3.665  0.356
C31 3.310 -4.013 -0.137  -0.080
H58 2.610 -2.118 -0.779  -0.794
H59 3.062 -3.905 0.916  0.113
Cl14 4.719 -5.077 -0.239  -0.200
H60 -0.354 -0.970 0.729  -0.568
C32 1.776 -1.587 2.963  -0.520
H61 2.716 4.017 -1.584  -0.183
H62 0.544 1.822 2.312  -1.078

---

Record 5
C14H15CaN2O2S2 | ωB97M-V with the def2-TZVPD basis set

The HOMO-LUMO gap comes out at 6.5911 eV. The charge is -1.

Last column: Mulliken charge in e.
Positions of all 36 atoms, in Å:
N1 -1.215 4.026 -0.428  -0.230
H1 -0.644 -2.398 -0.860  0.220
S1 2.254 -0.912 0.142  -0.545
C1 3.441 -1.759 2.419  -0.583
C2 -1.027 -0.113 -3.937  -0.464
H2 -1.117 0.576 -4.767  0.372
C3 1.624 -0.734 4.193  -0.556
H3 -2.891 0.485 -3.083  0.320
O1 -0.717 2.206 -1.655  -0.849
Ca1 0.373 0.995 -0.210  1.285
H4 -1.998 4.595 -0.139  0.240
C4 0.254 -1.701 -2.675  -0.304
H5 -3.624 -0.175 -0.865  0.357
C5 2.356 -1.037 1.912  0.338
C6 -3.028 -1.088 -0.862  -1.511
H6 -2.622 -1.226 0.143  0.316
H7 4.157 -2.160 1.713  0.329
H8 0.924 -0.810 -4.507  0.360
O2 -2.339 3.588 -2.372  -0.702
C7 -1.475 3.227 -1.586  0.518
C8 -0.773 -1.779 -1.741  -0.445
S2 0.006 0.487 2.406  -0.632
H9 0.901 -0.324 4.888  0.340
H10 -1.112 3.002 1.324  0.252
C9 -1.933 -1.021 -1.891  0.777
C10 1.425 -0.500 2.830  0.354
C11 -2.037 -0.175 -2.992  -0.216
H11 4.479 -2.543 4.121  0.318
H12 2.814 -1.621 5.739  0.317
N2 -0.503 3.375 0.599  -0.456
H13 0.146 4.015 1.040  0.181
H14 -3.705 -1.924 -1.058  0.340
C12 2.700 -1.461 4.673  -0.489
H15 1.164 -2.261 -2.506  0.427
C13 0.121 -0.878 -3.783  -0.492
C14 3.623 -1.977 3.774  -0.485

---

The DFT total energy results, record by record, are as follows: -1885.822358 -990.278236 -426.540298 -8451.457417 -2276.678933 Eh.